Computed, not measured: C32H20Cl2IrN7O2Te as an isolated structure, with ωB97M-V/def2-TZVPD.

Geometry as ORCA input:
```
! RIJCOSX wB97M-V def2-TZVPD def2/J DEFGRID3
* xyz 0 5
Ir 0.238 2.560 -1.846
Cl -4.872 6.638 -3.299
C -3.285 6.235 -2.909
C -2.877 4.938 -3.253
C -1.703 4.401 -2.745
N -1.286 3.066 -2.885
C -1.826 2.077 -3.728
O -2.861 2.234 -4.433
C -1.167 0.800 -3.538
C -1.703 -0.334 -4.143
C -1.422 -1.579 -3.581
C -0.562 -1.720 -2.496
C -0.091 -0.555 -1.937
N -0.300 0.661 -2.452
C -0.778 5.257 -2.010
C -1.115 6.608 -1.782
C -2.413 7.099 -2.193
Cl -2.925 8.643 -1.708
N 0.278 4.485 -1.484
C 1.594 4.973 -1.341
O 2.014 6.117 -1.511
C 2.439 3.926 -0.774
C 3.609 4.334 -0.142
C 4.428 3.378 0.474
C 4.120 2.037 0.226
C 2.882 1.688 -0.402
N 2.022 2.655 -0.882
H -3.425 4.304 -3.923
H -2.378 -0.098 -4.989
H -2.049 -2.413 -3.904
H -0.409 -2.665 -2.010
H 0.491 -0.516 -1.004
H -0.372 7.197 -1.247
H 3.802 5.407 -0.110
H 5.222 3.704 1.047
H 4.754 1.244 0.542
H 2.429 0.707 -0.500
N -2.252 1.914 4.139
C -1.802 2.349 3.133
N -1.197 3.110 2.225
C -0.757 2.411 1.196
N -0.477 1.915 0.139
Te 0.835 -2.981 2.194
C 2.057 -4.767 2.532
C 1.503 -5.954 2.886
C 2.323 -7.003 3.345
C 3.613 -6.711 3.651
C 4.251 -5.520 3.262
C 3.466 -4.546 2.662
C -1.113 -3.848 2.240
C -1.710 -4.063 3.469
C -2.822 -4.890 3.554
C -3.502 -5.303 2.379
C -2.986 -4.924 1.174
C -1.830 -4.197 1.082
H 0.403 -6.063 2.666
H 1.890 -7.986 3.532
H 4.197 -7.544 4.074
H 5.365 -5.488 3.285
H 3.915 -3.626 2.325
H -1.172 -3.622 4.303
H -3.223 -5.261 4.528
H -4.432 -5.861 2.445
H -3.589 -5.166 0.337
H -1.459 -3.870 0.111
*
```

Orbital gap (spin up / spin down) ... 2.63 / 1.80 eV
Calculated total energy ... -3057.68862 Ha
E_LUMO (spin up / spin down) ... -1.95 / -5.34 eV
HOMO level (spin up / spin down) ... -4.6 / -7.1 eV

Computed, not measured: an isolated ion of composition CH3N2O3S and charge -1, with ωB97M-V/def2-TZVPD.

Geometry as ORCA input:
```
! RIJCOSX wB97M-V def2-TZVPD def2/J DEFGRID3
* xyz -1 1
C -0.285 0.456 0.317
N 0.513 -1.247 -0.934
N 0.775 -0.197 -0.293
O -2.029 2.487 -0.159
O 0.244 2.762 -1.123
O -1.293 1.006 -1.972
S -0.891 1.835 -0.920
H -1.269 -0.193 0.569
H 0.177 0.929 1.281
H 1.381 -1.754 -1.367
*
```

SMILES ... [H]/N=N/CS(=O)(=O)[O-]
Orbital gap ... 9.23 eV
Relative energy (zero: lowest compared OMol25 entry of this formula, charge and spin) ... 44.40 kcal/mol
Calculated total energy ... -773.32108 Ha
E_LUMO ... 4.10 eV
HOMO level ... -5.1 eV

Computed, not measured: one molecule with the formula C3H2S2, with ωB97M-V/def2-TZVPD.

Geometry as ORCA input:
```
! RIJCOSX wB97M-V def2-TZVPD def2/J DEFGRID3
* xyz 0 1
C -0.203 0.576 0.181
C 1.053 0.330 -0.057
C -1.361 0.004 0.005
S 2.740 0.615 0.024
S 1.827 -1.224 0.038
H -2.311 0.106 0.692
H -1.745 -0.407 -0.882
*
```

SMILES ... C=C=C1SS1
Orbital gap ... 8.28 eV
Relative energy (zero: lowest compared OMol25 entry of this formula, charge and spin) ... 35.23 kcal/mol
Calculated total energy ... -911.74895 Ha
E_LUMO ... -0.43 eV
HOMO level ... -8.7 eV

Question: Which formula does entry 1 have?
Answer: C32H20Cl2IrN7O2Te

Question: Which formula does entry 1 have?
Answer: C32H20Cl2IrN7O2Te